--- w ---
Below is C5H11NO as an isolated structure, with properties calculated with the ωB97M-V functional and the def2-TZVPD basis.

The spin multiplicity is 1. The HOMO-LUMO gap is 8.35 eV. The HOMO energy is -0.29048 Ha.

```
18
Properties=species:S:1:pos:R:3:mulliken_charge:R:1
C 0.76 -0.53 -2.03 -1.086
C 1.45 -0.02 -0.81 0.438
C 1.25 1.29 -0.38 -0.636
N -0.99 0.79 0.32 -0.611
C -0.79 -0.25 1.11 0.594
O 0.30 -0.87 1.17 -0.736
C -1.91 -0.75 2.03 -1.022
H 1.43 -1.00 -2.75 0.385
H 0.07 -1.30 -1.65 0.275
H 0.16 0.25 -2.50 0.292
H 2.06 -0.68 -0.21 0.322
H 2.32 1.02 -1.11 0.223
H 1.63 1.58 0.59 0.265
H 0.70 1.99 -0.98 0.304
H -1.95 1.12 0.37 0.140
H -1.94 -1.84 1.99 0.260
H -2.89 -0.35 1.78 0.359
H -1.67 -0.47 3.07 0.233
```

--- x ---
Below is one molecule with the formula C5H11NO, with properties calculated with the ωB97M-V functional and the def2-TZVPD basis.

The spin multiplicity is 1. The SMILES is C[C@H]1CN1CCO. The HOMO-LUMO gap is 10.56 eV. The HOMO energy is -0.34773 Ha.

```
18
Properties=species:S:1:pos:R:3:nbo_charge:R:1
C 2.05 0.35 -1.30 -0.616
C 1.20 -0.54 -0.42 -0.063
C 1.22 -0.42 1.06 -0.244
N 0.08 0.08 0.30 -0.456
C -1.21 -0.59 0.48 -0.271
C -2.38 0.40 0.25 -0.043
O -1.99 1.53 -0.47 -0.720
H 1.59 0.51 -2.28 0.217
H 3.05 -0.09 -1.46 0.215
H 2.19 1.33 -0.83 0.216
H 1.03 -1.54 -0.81 0.191
H 1.84 0.34 1.53 0.199
H 1.06 -1.32 1.64 0.193
H -1.26 -1.58 -0.02 0.187
H -1.49 -0.61 1.53 0.205
H -3.24 -0.09 -0.22 0.176
H -2.71 0.66 1.32 0.126
H -1.03 1.58 -0.29 0.488
```

Which of them is most stable, and which least? Most stable: x; least stable: w.

--- w ---
Below is one molecule with the formula C5H11NO, with properties calculated with the ωB97M-V functional and the def2-TZVPD basis.

The spin multiplicity is 1. The SMILES is CC(=O)[C@H](C)CN. The HOMO-LUMO gap is 10.14 eV. The HOMO energy is -0.33875 Ha.

```
18
Properties=species:S:1:pos:R:3:nbo_charge:R:1
C 2.07 -0.06 -1.20 -0.723
C 1.14 0.28 -0.05 0.611
O 1.59 0.66 1.04 -0.576
C -0.37 0.33 -0.35 -0.340
C -1.04 1.52 0.33 -0.617
C -0.77 -1.08 0.10 -0.178
N -1.58 -1.16 1.27 -0.835
H 2.90 -0.66 -0.82 0.238
H 1.54 -0.65 -1.96 0.216
H 2.44 0.86 -1.65 0.248
H -0.52 0.42 -1.43 0.210
H -0.64 1.73 1.33 0.228
H -2.12 1.37 0.46 0.226
H -0.88 2.42 -0.27 0.212
H -1.21 -1.65 -0.73 0.200
H 0.31 -1.51 0.36 0.149
H -1.10 -0.69 2.05 0.365
H -1.76 -2.12 1.54 0.366
```

--- x ---
Below is one molecule with the formula C5H11NO, with properties calculated with the ωB97M-V functional and the def2-TZVPD basis.

The spin multiplicity is 1. The SMILES is CC[C@@H](C)NC=O. The HOMO-LUMO gap is 10.81 eV. The HOMO energy is -0.35606 Ha.

```
18
Properties=species:S:1:pos:R:3:nbo_charge:R:1
C -1.87 -0.65 -1.07 -0.610
C -1.33 0.29 0.00 -0.396
C 0.20 0.36 -0.01 -0.039
C 0.71 1.49 0.89 -0.630
N 0.71 -0.99 0.36 -0.714
C 2.03 -1.26 -0.11 0.564
O 3.03 -0.73 0.31 -0.528
H -1.56 -0.31 -2.06 0.198
H -1.47 -1.66 -0.91 0.220
H -2.97 -0.69 -1.06 0.210
H -1.75 1.30 -0.13 0.203
H -1.64 -0.05 1.00 0.197
H 0.55 0.56 -1.03 0.188
H 0.37 2.46 0.49 0.213
H 0.31 1.41 1.91 0.202
H 1.81 1.52 0.93 0.232
H 0.75 -1.02 1.38 0.374
H 2.10 -2.02 -0.91 0.116
```

--- y ---
Below is one molecule with the formula C5H11NO, with properties calculated with the ωB97M-V functional and the def2-TZVPD basis.

The spin multiplicity is 1. The SMILES is C[C@H]1CN1CCO. The HOMO-LUMO gap is 10.54 eV. The HOMO energy is -0.34650 Ha.

```
18
Properties=species:S:1:pos:R:3:nbo_charge:R:1
C 1.86 0.11 -1.47 -0.615
C 1.09 -0.61 -0.40 -0.069
C 1.31 -0.38 1.05 -0.251
N 0.13 0.15 0.38 -0.444
C -1.17 -0.45 0.67 -0.249
C -2.23 0.47 0.07 -0.061
O -2.09 1.76 0.60 -0.721
H 1.30 0.13 -2.41 0.213
H 2.82 -0.38 -1.66 0.213
H 2.05 1.15 -1.17 0.218
H 0.79 -1.63 -0.66 0.187
H 2.02 0.36 1.39 0.200
H 1.17 -1.23 1.72 0.192
H -1.26 -1.47 0.26 0.178
H -1.31 -0.50 1.75 0.197
H -2.13 0.47 -1.02 0.153
H -3.23 0.11 0.32 0.179
H -1.14 1.94 0.55 0.480
```

--- z ---
Below is one molecule with the formula C5H11NO, with properties calculated with the ωB97M-V functional and the def2-TZVPD basis.

The spin multiplicity is 1. The SMILES is CNCCCC=O. The HOMO-LUMO gap is 10.32 eV. The HOMO energy is -0.34414 Ha.

```
18
Properties=species:S:1:pos:R:3:nbo_charge:R:1
C 0.30 -0.17 -2.36 -0.428
N 1.09 0.21 -1.15 -0.607
C 1.15 -0.91 -0.23 -0.227
C -0.23 -1.32 0.30 -0.412
C -1.17 -0.15 0.56 -0.519
C -0.74 0.71 1.73 0.447
O -0.55 1.89 1.65 -0.512
H 0.43 -1.23 -2.60 0.166
H 0.65 0.42 -3.21 0.203
H -0.76 0.04 -2.23 0.191
H 2.01 0.29 -1.58 0.353
H 1.61 -1.79 -0.69 0.168
H 1.80 -0.69 0.62 0.197
H -0.11 -1.81 1.28 0.209
H -0.72 -2.09 -0.29 0.213
H -1.19 0.59 -0.24 0.239
H -2.15 -0.54 0.83 0.227
H -0.64 0.21 2.72 0.094
```

Which of them is most stable, and which least? Most stable: x; least stable: y.

--- w ---
Below is one molecule with the formula C5H11NO, with properties calculated with the ωB97M-V functional and the def2-TZVPD basis.

The spin multiplicity is 1. The SMILES is CCN(C=O)CC. The HOMO-LUMO gap is 10.43 eV. The HOMO energy is -0.35028 Ha.

```
18
Properties=species:S:1:pos:R:3:nbo_charge:R:1
C 1.20 -0.31 -1.79 -0.637
C 0.84 0.82 -0.79 -0.209
N -0.18 0.43 0.18 -0.475
C -1.53 0.58 -0.15 0.578
O -2.57 -0.11 -0.13 -0.575
C 0.11 -0.75 1.00 -0.234
C 1.45 -0.52 1.78 -0.612
H 1.83 0.14 -2.54 0.219
H 0.30 -0.85 -2.25 0.217
H 1.81 -1.06 -1.44 0.208
H 1.87 1.24 -0.41 0.205
H 0.32 1.66 -1.21 0.216
H -1.63 1.75 -0.57 0.063
H -0.71 -1.22 1.65 0.235
H 0.39 -1.58 0.37 0.180
H 1.45 0.50 2.32 0.203
H 1.51 -1.23 2.54 0.217
H 2.27 -0.46 1.12 0.202
```

--- x ---
Below is one molecule with the formula C5H11NO, with properties calculated with the ωB97M-V functional and the def2-TZVPD basis.

The spin multiplicity is 1. The SMILES is CCCNCC=O. The HOMO-LUMO gap is 10.08 eV. The HOMO energy is -0.33277 Ha.

```
18
Properties=species:S:1:pos:R:3:nbo_charge:R:1
C 1.05 -1.95 0.75 -0.623
C -0.06 -1.05 1.16 -0.409
C 0.34 0.37 1.13 -0.215
N 0.39 0.77 -0.26 -0.637
C -0.85 1.42 -0.86 -0.333
C -0.89 1.07 -2.37 0.462
O -1.90 0.87 -2.89 -0.501
H 0.56 -2.96 0.65 0.211
H 1.85 -2.18 1.47 0.206
H 1.57 -1.69 -0.16 0.222
H -0.50 -1.24 2.13 0.206
H -0.99 -1.18 0.53 0.199
H 1.32 0.40 1.53 0.197
H -0.36 1.03 1.76 0.165
H 1.04 1.46 -0.50 0.356
H -0.85 2.47 -0.78 0.191
H -1.81 1.12 -0.33 0.210
H 0.09 1.27 -2.93 0.093
```

Which of them is most stable, and which least? Most stable: w; least stable: x.

--- w ---
Below is one molecule with the formula C3H7NS2, with properties calculated with the ωB97M-V functional and the def2-TZVPD basis.

The spin multiplicity is 1. The SMILES is CS/C=N/SC. The HOMO-LUMO gap is 8.83 eV. The HOMO energy is -0.29545 Ha.

```
13
Properties=species:S:1:pos:R:3:nbo_charge:R:1
C -2.50 0.72 0.33 -0.761
S -2.38 -1.00 -0.23 0.252
C -0.68 -1.36 -0.03 -0.085
N 0.27 -0.48 -0.09 -0.602
S 1.81 -1.05 0.32 0.403
C 2.70 0.34 -0.34 -0.783
H -2.64 0.74 1.43 0.224
H -3.35 1.21 -0.20 0.235
H -1.61 1.36 0.17 0.251
H -0.44 -2.43 0.22 0.183
H 3.77 0.11 -0.42 0.233
H 2.64 1.33 0.21 0.222
H 2.41 0.52 -1.37 0.228
```

--- x ---
Below is one molecule with the formula C3H7NS2, with properties calculated with the ωB97M-V functional and the def2-TZVPD basis.

The spin multiplicity is 1. The SMILES is CCSC(N)=S. The HOMO-LUMO gap is 9.15 eV. The HOMO energy is -0.31453 Ha.

```
13
Properties=species:S:1:pos:R:3:nbo_charge:R:1
C -2.28 -0.37 -0.29 -0.627
C -0.93 -0.59 0.37 -0.564
S 0.06 0.79 -0.12 0.262
C 1.74 0.21 -0.18 -0.073
N 2.60 1.27 0.01 -0.805
S 2.30 -1.37 -0.14 -0.180
H -2.26 -0.38 -1.41 0.223
H -2.81 0.58 -0.03 0.217
H -2.91 -1.20 -0.01 0.221
H -0.91 -0.66 1.48 0.225
H -0.41 -1.54 0.17 0.265
H 2.23 2.25 0.08 0.413
H 3.59 0.99 0.06 0.422
```

--- y ---
Below is one molecule with the formula C3H7NS2, with properties calculated with the ωB97M-V functional and the def2-TZVPD basis.

The spin multiplicity is 1. The SMILES is NC1[C@@H](S)[C@@H]1S. The HOMO-LUMO gap is 9.36 eV. The HOMO energy is -0.32311 Ha.

```
13
Properties=species:S:1:pos:R:3:nbo_charge:R:1
N -0.71 1.64 -0.26 -0.789
C -0.03 0.61 0.47 -0.122
C -0.26 -0.78 0.55 -0.381
S -1.87 -1.08 -0.15 -0.048
C 0.80 -0.21 -0.35 -0.356
S 2.53 -0.68 -0.02 -0.048
H -1.14 2.24 0.59 0.357
H -1.69 1.18 -0.68 0.365
H 0.50 1.04 1.35 0.216
H -0.07 -1.50 1.39 0.251
H -1.66 -2.52 -0.37 0.154
H 0.51 -0.25 -1.41 0.240
H 3.10 0.31 -1.11 0.162
```

Which of them is most stable, and which least? Most stable: x; least stable: y.